# 1
DFT (wB97M-V/def2-TZVPD) results for a molecular structure, C28H22BBrCl5N6O3Sc.

```
67
Properties=species:S:1:pos:R:3
Sc 1.41810 -0.04184 -0.15804
O 0.99720 0.81186 -4.37814
C -0.17370 0.19236 -4.61024
C -0.78470 0.36616 -5.85444
C -1.98620 -0.24514 -6.14034
C -2.60410 -1.05074 -5.19504
C -2.00780 -1.22864 -3.96294
C -0.80010 -0.61194 -3.65174
C -0.18790 -0.86654 -2.28104
O 0.99510 -0.24234 -2.02174
N -1.19040 -0.41824 -1.28204
N -0.88750 -0.49094 0.00376
C -1.77620 -0.26334 0.91036
C -1.49530 -0.32304 2.31426
Br 0.27880 -0.96694 2.74066
C -2.30000 0.02846 3.33546
C -3.71440 0.38786 3.26456
C -4.19770 1.43216 4.05586
C -5.54380 1.74416 4.06876
C -6.44050 0.99716 3.32256
C -5.97660 -0.05314 2.54856
C -4.62720 -0.35284 2.51126
H 1.28410 0.52806 -3.47404
H -0.28130 0.98506 -6.58104
H -2.44290 -0.10684 -7.10854
H -3.53400 -1.54974 -5.42054
H -2.48100 -1.86664 -3.22904
H -0.06340 -1.97364 -2.16094
H -2.15650 -0.25724 -1.57124
H -2.79150 0.01946 0.62816
H -1.86690 0.03436 4.32906
H -3.50500 2.00216 4.65596
H -5.89570 2.56196 4.67826
H -7.49570 1.22006 3.35536
H -6.66930 -0.65904 1.98506
H -4.28220 -1.20494 1.94436
B 1.39380 2.65396 2.02006
N 1.09680 3.02046 0.55126
C 0.82980 4.23606 0.07746
C 0.35720 4.11566 -1.21694
C 0.37110 2.75026 -1.45864
N 0.82130 2.08926 -0.38104
N 2.66940 1.78236 2.09606
C 3.65400 1.90156 2.98456
C 4.47100 0.78746 2.90046
C 3.90190 0.02396 1.89456
N 2.80880 0.63486 1.40826
H 1.56620 3.64806 2.63926
H 0.46270 2.00206 2.41256
H 0.98900 5.10836 0.67806
H 0.04750 4.89646 -1.87964
H 0.07520 2.23706 -2.35394
H 3.71530 2.75346 3.62876
H 5.35020 0.56506 3.46966
H 4.21350 -0.94484 1.54096
Cl 6.37160 -5.36344 -0.40554
C 4.98220 -4.36754 -0.30894
C 5.03010 -3.04794 -0.75434
Cl 6.48980 -2.40164 -1.37844
C 3.89740 -2.25254 -0.67224
Cl 3.87140 -0.62914 -1.27324
C 2.69810 -2.70374 -0.07664
O 1.68570 -1.92664 0.09256
C 2.67750 -4.05914 0.32936
Cl 1.21220 -4.64724 1.00216
C 3.78790 -4.87754 0.20246
Cl 3.68760 -6.52254 0.66006
```

Calculated values
LUMO level: -0.496 eV
Highest occupied orbital energy: -8.4 eV
2S+1: 1
Energy relative to the best compared isomer or geometry (same formula, charge and spin): 9.80 kcal/mol
HOMO-LUMO gap: 7.949 eV
Net charge: 0

# 2
DFT (wB97M-V/def2-TZVPD) results for 3 unconnected molecules or ions with the total composition C29H25NO5.

```
60
Properties=species:S:1:pos:R:3
O -0.10990 -3.87927 0.40480
N -0.08130 -3.24880 -0.57098
O -0.28529 -4.07132 -1.71256
C -0.98354 -3.31802 -2.69131
C -0.11143 -2.34556 -3.46861
C 1.26578 -2.55656 -3.44001
C 2.11862 -1.67576 -4.08432
C 1.59153 -0.57937 -4.76223
C 0.21938 -0.39609 -4.82183
C -0.66083 -1.27130 -4.18226
C -2.14007 -0.93856 -4.30290
C -3.09358 -2.08709 -4.60905
O -4.37159 -1.58722 -4.97973
C 2.54070 0.37078 -5.40375
O 2.32417 0.91892 -6.45104
C 3.78608 0.59067 -4.61385
C 4.39652 1.83310 -4.51728
C 5.55692 1.95492 -3.75962
C 6.12849 0.85339 -3.12847
C 5.49872 -0.38446 -3.23755
C 4.32532 -0.52560 -3.95893
C 3.60145 -1.82179 -4.06561
O 4.15596 -2.88459 -4.12456
H -1.45276 -4.01671 -3.37798
H -1.80169 -2.76071 -2.23617
H 1.70028 -3.38666 -2.90466
H -0.14255 0.46463 -5.36715
H -2.22180 -0.25991 -5.15076
H -2.45053 -0.36168 -3.42715
H -3.25091 -2.70690 -3.72687
H -2.71277 -2.71206 -5.41069
H -4.62746 -0.90902 -4.34891
H 3.95191 2.68136 -5.01419
H 5.99663 2.93942 -3.68208
H 7.04196 0.95621 -2.56652
H 5.95190 -1.22878 -2.73638
C -0.80843 -0.42596 3.17784
C -1.27356 0.10878 4.37143
C -1.86514 -0.71662 5.31786
C -1.99508 -2.07619 5.06941
C -1.53663 -2.60913 3.87248
C -0.94198 -1.78506 2.92672
H -0.34160 0.21692 2.44234
H -1.17468 1.16996 4.56529
H -2.22566 -0.30041 6.25046
H -2.45424 -2.72014 5.80856
H -1.64177 -3.66864 3.67598
H -0.58391 -2.20245 1.99633
C -2.92348 4.85722 6.23334
C -2.65627 3.50694 6.41177
C -1.80349 3.09601 7.42736
C -1.21501 4.03585 8.26211
C -1.47625 5.38659 8.07860
C -2.33131 5.79732 7.06531
H -3.59305 5.17706 5.44525
H -3.11384 2.77390 5.75876
H -1.59710 2.04238 7.56850
H -0.55198 3.71539 9.05540
H -1.01346 6.12001 8.72637
H -2.53644 6.85066 6.92371
```

Calculated values
LUMO level: -0.684 eV
Highest occupied orbital energy: -9.4 eV
2S+1: 1
Energy relative to the best compared isomer or geometry (same formula, charge and spin): 0.00 kcal/mol
HOMO-LUMO gap: 8.741 eV
Structure (SMILES): O=NOCc1cc2c(cc1CCO)C(=O)c1ccccc1C2=O.c1ccccc1.c1ccccc1
Net charge: 0

# 3
DFT (wB97M-V/def2-TZVPD) results for a molecular structure, C27H21NO5S2.

```
56
Properties=species:S:1:pos:R:3
C -4.98592 -0.04892 2.84366
C -4.63704 1.31274 2.76697
C -3.29857 1.67578 2.59721
C -2.29908 0.69152 2.51190
C -0.87014 1.14213 2.45308
C -0.00327 0.49579 1.44232
N 1.35428 0.45687 1.91848
C 2.00859 1.62129 2.18548
C 3.31872 1.60083 2.63573
C 4.01926 0.40025 2.70848
C 3.36963 -0.76730 2.30157
C 2.04381 -0.72867 1.91202
O -0.51551 2.09271 3.14720
C -2.67572 -0.65576 2.44733
C -4.00165 -1.03324 2.68699
H -6.02987 -0.34050 2.98969
H -5.40684 2.08961 2.84552
H -3.02185 2.73032 2.52681
H -0.36830 -0.49078 1.20930
H 1.43159 2.53702 2.12109
H 3.74714 2.55157 2.94525
H 5.05060 0.36384 3.05903
H 3.85771 -1.73885 2.29216
H 1.48128 -1.60719 1.60588
H -1.93071 -1.41394 2.22667
H -4.26019 -2.09588 2.73980
C -0.96937 -4.26483 -4.02776
C -1.28924 -3.18808 -3.19794
C -0.25617 -2.45111 -2.62690
C 1.06922 -2.79171 -2.86155
C 1.40110 -3.85513 -3.70088
C 0.36937 -4.59118 -4.28571
S 2.28997 -1.84836 -1.93011
O 2.71653 -2.60510 -0.77443
O 3.24355 -1.23800 -2.83374
C 1.13646 -0.61089 -1.40008
C 1.51511 0.54024 -0.78772
C 0.93692 1.84323 -1.13312
C -0.22674 2.14626 -0.46960
C -0.86867 3.36138 -0.60626
C -0.30027 4.31628 -1.48144
C 0.87948 4.02480 -2.17884
C 1.51944 2.79360 -1.99359
S -0.54771 -1.16461 -1.41811
O -1.42728 -0.13157 -1.90869
O -0.86940 -1.86306 -0.18207
H -1.77269 -4.85570 -4.46910
H -2.31628 -2.90435 -2.97989
H 2.45191 -4.08985 -3.86884
H 0.61866 -5.42613 -4.93977
H 2.52526 0.52119 -0.37561
H -0.41128 1.31838 0.34753
H -1.78611 3.59893 -0.05835
H -0.76915 5.29596 -1.60334
H 1.30996 4.75070 -2.87696
H 2.44949 2.52750 -2.49674
```

Calculated values
LUMO level: -0.692 eV
Highest occupied orbital energy: -7.0 eV
2S+1: 1
Energy relative to the best compared isomer or geometry (same formula, charge and spin): 5.48 kcal/mol
HOMO-LUMO gap: 6.320 eV
Net charge: 0

# 4
DFT (wB97M-V/def2-TZVPD) results for a gas-phase ion, C4H11N2 (charge +1).

```
17
Properties=species:S:1:pos:R:3
C 0.90050 -0.96037 1.76451
C 1.12294 0.17856 0.75715
N -0.24382 0.27123 -0.41715
C -1.14962 1.42073 -0.63136
C -0.11739 -0.58009 -1.60660
N -0.76084 -0.97901 -0.40410
H 0.32719 -0.65320 2.72049
H 0.29937 -1.74604 1.35028
H 1.86867 -1.39716 1.89388
H 1.83850 -0.14553 -0.04636
H 1.37109 1.19318 1.13892
H -0.60148 2.22545 -1.23772
H -1.99580 1.27770 -1.15368
H -1.33481 1.90243 0.33898
H 0.91360 -0.84580 -1.76878
H -0.74785 -0.17024 -2.38708
H -1.69025 -0.99184 -0.31136
```

Calculated values
LUMO level: -2.991 eV
Highest occupied orbital energy: -15.3 eV
2S+1: 1
Energy relative to the best compared isomer or geometry (same formula, charge and spin): 113.08 kcal/mol
HOMO-LUMO gap: 12.294 eV
Structure (SMILES): CC[N@@+]1(C)CN1
Net charge: +1